Record 1
{"formula": "C32H46BrF4N8OPPbS", "method": "ωB97M-V/def2-TZVPD", "e_above_lowest_kcal_mol": 37.63, "e_homo_ev": -6.97, "total_charge": 0, "energy_ha": -5666.0381, "gap_ev": 7.248, "elements": ["Pb", "Br", "S", "P", "F", "F", "F", "F", "O", "N", "N", "N", "N", "N", "N", "N", "N", "C", "C", "C", "C", "C", "C", "C", "C", "C", "C", "C", "C", "C", "C", "C", "C", "C", "C", "C", "C", "C", "C", "C", "C", "C", "C", "C", "C", "C", "C", "C", "C", "H", "H", "H", "H", "H", "H", "H", "H", "H", "H", "H", "H", "H", "H", "H", "H", "H", "H", "H", "H", "H", "H", "H", "H", "H", "H", "H", "H", "H", "H", "H", "H", "H", "H", "H", "H", "H", "H", "H", "H", "H", "H", "H", "H", "H", "H"], "positions_angstrom": [[4.19644, -19.34986, 6.83512], [4.23565, -15.51901, 0.99670], [4.45566, -23.78161, 4.53937], [6.08605, -15.98568, 7.92723], [5.23610, -22.77655, 11.74071], [6.46006, -20.43166, 7.73303], [7.86792, -23.02090, 12.28956], [9.09796, -20.51618, 8.48348], [5.16450, -17.17394, 8.00894], [7.27425, -16.11854, 6.75027], [3.86751, -23.09517, 7.15083], [1.85693, -19.73420, 8.64608], [5.13273, -14.66553, 7.58687], [3.99217, -21.25268, 4.13777], [6.74658, -15.62434, 9.42547], [4.47148, -21.54052, 9.24176], [3.67467, -21.43078, 5.40751], [6.17171, -22.19693, 10.93563], [5.32170, -13.27958, 8.01075], [8.14330, -17.30089, 6.63172], [3.82042, -14.85422, 6.95519], [9.13242, -15.38018, 5.44659], [1.65778, -18.48998, 9.42018], [2.06924, -20.96450, 9.39192], [8.16331, -21.11971, 9.27389], [4.34743, -18.22742, 4.86393], [9.28227, -16.85820, 5.61299], [7.64457, -15.10680, 5.74013], [3.45151, -21.02603, 10.12139], [5.47209, -17.30301, 2.83097], [5.90474, -15.81359, 10.61764], [5.43612, -18.16040, 3.94411], [3.26276, -13.41189, 6.72431], [4.46433, -22.32855, 3.55238], [8.02839, -14.75968, 11.24983], [8.54294, -21.86261, 10.39115], [5.02116, -22.30642, 2.14851], [4.26834, -16.64532, 2.51080], [3.93878, -22.70830, 5.89877], [0.95855, -19.81341, 7.53780], [6.62435, -15.04459, 11.75528], [6.80815, -21.08405, 8.93771], [6.43337, -22.85263, 2.23192], [4.06674, -12.57343, 7.69864], [3.20878, -17.50158, 4.52170], [3.16310, -16.77288, 3.34064], [7.51202, -22.36475, 11.17995], [8.07378, -15.13855, 9.68128], [5.76033, -21.55317, 9.73697], [2.55946, -18.24752, 9.98106], [6.36318, -23.87014, 2.38060], [3.38290, -13.14478, 5.68352], [0.78035, -18.59095, 10.14935], [4.18582, -24.05635, 7.28580], [8.81645, -15.92508, 9.48292], [-0.06374, -19.84782, 7.94436], [7.53843, -18.16191, 6.33172], [2.27632, -16.16836, 3.03345], [1.31536, -20.57801, 6.87987], [4.17424, -22.13120, 8.43866], [1.40392, -17.67180, 8.72592], [7.39089, -14.11512, 6.16165], [6.61104, -15.69928, 12.62212], [4.18169, -11.55097, 7.38503], [4.31516, -22.92668, 1.61421], [7.00676, -22.57976, 1.36817], [10.34545, -17.13009, 5.97923], [3.16718, -15.41258, 7.61466], [3.31287, -21.72038, 10.97860], [2.33247, -17.54458, 5.19681], [1.09312, -18.89505, 6.90106], [2.23698, -13.35716, 7.00691], [1.96157, -21.76895, 8.66385], [8.76791, -15.38846, 11.74818], [8.26885, -14.22318, 9.04823], [3.86615, -15.33270, 5.95328], [6.17477, -12.85779, 7.46251], [6.04390, -14.14944, 12.08052], [9.15009, -17.38783, 4.70335], [6.27165, -18.88796, 4.07544], [5.89449, -16.85425, 10.85388], [8.31698, -13.73057, 11.45471], [5.60276, -13.22947, 9.08422], [8.69751, -17.62427, 7.57241], [3.78638, -20.05702, 10.47897], [9.55494, -21.90620, 10.72018], [4.95736, -15.36835, 10.50329], [7.04553, -22.50805, 3.10617], [4.92490, -21.22757, 1.82199], [7.00541, -15.17533, 4.82598], [9.36947, -14.94484, 4.45012], [3.51770, -12.62697, 8.64909], [6.41838, -17.12014, 2.24341], [9.71105, -14.85877, 6.29314], [1.15002, -21.06327, 10.04090]], "atomic_forces_ev_per_a": [[-0.2, -0.5, 0.4], [-0.1, 0.1, -0.1], [-0.2, 1.2, 0.5], [-0.7, 0.2, 0.1], [0.9, 0.5, -0.5], [0.9, -0.9, 1.4], [0.0, -0.3, 0.3], [-0.9, -0.5, 0.6], [0.9, 0.2, -0.1], [0.0, 0.1, 0.9], [-0.1, 0.1, -1.0], [1.4, 1.6, 0.2], [-0.1, -0.3, -0.4], [1.4, -1.8, -2.2], [-0.8, -0.5, -1.2], [0.1, 1.0, 0.8], [-0.1, -1.2, 3.0], [-0.9, 0.1, -0.8], [2.6, -0.7, 0.1], [1.4, -0.1, 0.6], [-0.4, 0.7, -1.1], [-0.3, 2.2, 1.2], [-0.9, -1.1, 0.3], [-0.8, 0.8, 0.2], [0.0, -0.7, -0.2], [0.7, 0.3, -1.6], [1.0, -1.3, 1.4], [-1.1, 0.4, 0.1], [-1.5, -1.3, 0.3], [0.0, -0.1, 0.0], [2.0, 0.8, 0.3], [0.2, -0.5, 0.4], [1.1, -1.1, 0.3], [-0.7, 1.7, 0.0], [0.8, -0.3, -1.0], [-1.2, 1.0, -0.6], [-0.8, 1.4, 1.7], [1.0, -0.5, 0.9], [-0.1, 0.3, 0.0], [0.2, 1.4, 0.0], [-0.8, -0.1, 0.0], [0.0, 1.4, -1.2], [0.7, 2.1, 0.3], [-1.6, 0.1, 1.0], [0.2, -0.3, 0.3], [-1.1, 1.4, -0.9], [0.6, 0.1, 0.6], [0.1, 1.3, 1.0], [0.6, -1.1, -0.4], [-0.1, 0.1, 0.0], [0.2, -2.4, -0.1], [0.1, 0.3, -0.2], [0.9, 0.1, -0.7], [-0.2, 0.3, -0.2], [0.1, 0.4, 0.1], [-0.3, -0.4, -0.9], [0.3, 0.0, -0.3], [0.6, -0.8, 0.5], [-0.6, -1.1, -0.3], [0.3, -0.2, -0.3], [0.3, -0.3, 0.3], [0.6, -0.3, -0.3], [0.3, 0.0, 0.2], [0.1, 0.4, 0.1], [0.3, -0.2, -0.9], [0.3, -0.3, -0.7], [-1.8, 0.3, -0.4], [-0.2, -0.3, 0.0], [0.0, 0.6, -0.1], [0.3, 0.3, -0.5], [-0.5, -0.5, 0.7], [-0.9, 0.0, -0.2], [0.4, -0.2, 0.1], [-0.1, 0.0, 0.1], [0.2, -0.9, 0.6], [0.2, -0.1, 0.8], [0.0, 0.1, 0.0], [0.6, -0.4, -0.6], [-0.2, -0.4, -1.0], [-0.4, 0.9, 0.1], [-0.6, -0.8, 0.2], [0.1, 0.0, -0.3], [-0.2, 0.0, -0.5], [-1.1, 0.7, -0.6], [-0.3, 0.3, 0.2], [0.5, -0.2, 0.1], [-1.5, 0.0, -0.5], [-0.9, 0.2, -0.6], [0.2, -1.3, 0.2], [0.5, -0.3, 0.5], [0.3, -0.5, 0.8], [-0.2, 0.6, -0.2], [-1.3, -0.5, 0.6], [-0.6, -0.5, -1.5], [1.1, -0.2, 0.3]]}

=====

Record 2
{"formula": "C19H18N4O2S3", "method": "ωB97M-V/def2-TZVPD", "e_above_lowest_kcal_mol": 0.00, "smiles": "C[C@H]1Cc2ccccc2N1C(=O)CSc1nnc(NC(=O)Cc2cccs2)s1", "e_homo_ev": -8.05, "total_charge": 0, "energy_ha": -2298.9144, "gap_ev": 8.463, "elements": ["S", "S", "S", "O", "O", "N", "N", "N", "N", "C", "C", "C", "C", "C", "C", "C", "C", "C", "C", "C", "C", "C", "C", "C", "C", "C", "C", "C", "H", "H", "H", "H", "H", "H", "H", "H", "H", "H", "H", "H", "H", "H", "H", "H", "H", "H"], "positions_angstrom": [[1.33923, -1.80297, -1.15737], [2.70169, 0.69287, -2.18458], [-2.62226, -6.64563, -0.73491], [-0.02067, 2.49571, -2.98522], [0.45176, -4.13646, -0.48555], [-0.25176, -0.22694, 0.11298], [0.33266, 3.33793, -0.93424], [0.59003, 0.57957, -0.52239], [-0.75276, -2.48679, 0.45900], [-1.40120, -4.76717, 0.94555], [-0.46976, -3.80729, 0.22015], [-0.01345, -1.47692, -0.09712], [-1.35738, -6.12452, 0.32892], [-0.38302, -7.06618, 0.43437], [2.05302, 2.95254, 0.87662], [-0.65045, -8.22269, -0.33275], [-1.82050, -8.13989, -1.01212], [-0.97415, 4.94036, 0.21531], [0.22127, 4.51505, 1.01425], [2.44466, 3.36583, 2.14361], [1.75200, 4.34648, 2.82944], [0.61818, 4.92045, 2.26753], [-1.03705, 3.86755, -0.88140], [1.46998, -0.04391, -1.22798], [0.74048, 2.71695, -2.06470], [-2.01093, 2.74518, -0.53971], [2.23139, 2.46358, -2.21673], [0.95045, 3.55806, 0.29721], [-1.28154, 4.27639, -1.86580], [2.51078, 2.77557, -3.22516], [-3.02353, 3.13419, -0.46864], [3.30426, 2.89943, 2.60161], [-1.97727, 1.98818, -1.31767], [-2.41908, -4.37396, 0.92768], [2.82888, 3.00304, -1.48647], [-1.52202, -2.20174, 1.04822], [-1.88433, 4.96013, 0.81318], [2.07866, 4.65099, 3.81211], [0.05086, 5.66350, 2.80804], [-2.27037, -8.86222, -1.66357], [0.00274, -9.07555, -0.37335], [2.58638, 2.14766, 0.40098], [-1.72887, 2.28279, 0.40301], [-0.82054, 5.93799, -0.20460], [-1.06515, -4.81831, 1.98639], [0.49870, -6.93883, 1.03586]], "atomic_forces_ev_per_a": [[-0.2, 1.0, 0.1], [0.4, 0.3, -0.4], [0.6, -0.1, 0.3], [0.0, -0.1, -0.1], [0.1, -0.2, -0.1], [-1.2, -1.1, 0.9], [-0.2, 0.6, -0.2], [1.0, 0.7, -0.6], [-0.2, -0.1, 0.2], [0.2, -0.2, -0.2], [-0.5, 0.2, 0.4], [0.8, 0.2, -0.6], [-0.4, -0.1, -0.1], [-0.2, 0.2, 0.1], [0.0, -0.1, -0.1], [0.0, -0.1, -0.1], [-0.3, 0.3, -0.1], [0.1, 0.1, -0.1], [0.0, -0.1, -0.1], [0.1, 0.1, 0.0], [0.0, 0.0, 0.1], [0.1, -0.1, -0.1], [-0.6, 0.0, -0.2], [-0.2, -0.7, 0.2], [0.3, 0.2, -0.2], [0.2, 0.1, -0.2], [0.1, -0.4, 0.1], [0.2, 0.2, 0.5], [0.1, 0.0, 0.2], [-0.1, 0.0, 0.1], [-0.1, 0.1, 0.0], [0.1, 0.0, 0.0], [0.0, -0.1, 0.0], [0.0, 0.1, 0.1], [-0.1, 0.0, 0.0], [0.1, -0.1, -0.1], [0.0, 0.0, 0.0], [0.0, 0.0, 0.1], [-0.1, 0.1, 0.1], [0.0, -0.2, -0.1], [0.1, -0.2, 0.0], [0.1, -0.1, -0.1], [0.0, -0.1, 0.1], [0.0, 0.0, 0.0], [-0.1, 0.1, 0.0], [0.2, 0.1, 0.1]]}

=====

Record 3
{"formula": "C3H7NOS", "method": "ωB97M-V/def2-TZVPD", "e_above_lowest_kcal_mol": 22.23, "smiles": "O=CNCCS", "e_homo_ev": -9.33, "total_charge": 0, "energy_ha": -646.6765, "gap_ev": 10.030, "elements": ["S", "O", "N", "C", "C", "C", "H", "H", "H", "H", "H", "H", "H"], "positions_angstrom": [[-0.61368, 0.61215, 2.35971], [2.62514, -1.14204, -1.57814], [0.91532, -0.11855, -0.44367], [1.60702, -1.21097, -0.95844], [-0.53801, -0.25839, -0.30660], [-1.11045, 0.82000, 0.62354], [1.10568, 0.69608, -1.02603], [-0.94751, -0.29711, -1.33159], [-2.18352, 0.61336, 0.64920], [1.08835, -2.17090, -0.76686], [-0.84830, 1.79000, 0.21697], [-0.85859, -1.22149, 0.08875], [-0.24144, 1.88788, 2.47318]], "atomic_forces_ev_per_a": [[0.3, 0.3, -0.2], [0.8, 0.1, -0.3], [-0.2, -0.5, -0.7], [-1.1, 0.2, 0.4], [0.2, -0.2, 0.0], [-0.6, -1.3, -0.8], [0.4, 0.0, 0.4], [-0.5, 0.7, 0.4], [0.0, 0.7, -0.4], [0.2, 0.0, 0.2], [-0.3, 0.3, 0.3], [0.6, -0.3, 0.3], [0.2, 0.0, 0.3]]}

=====

Record 4
{"formula": "C13H16FNO3", "method": "ωB97M-V/def2-TZVPD", "e_above_lowest_kcal_mol": 0.00, "smiles": "CC(C)OC(=O)CCC(=O)Nc1ccc(F)cc1", "e_homo_ev": -8.60, "total_charge": 0, "energy_ha": -885.3610, "gap_ev": 9.110, "elements": ["F", "O", "O", "O", "N", "C", "C", "C", "C", "C", "C", "C", "C", "C", "C", "C", "C", "C", "H", "H", "H", "H", "H", "H", "H", "H", "H", "H", "H", "H", "H", "H", "H", "H"], "positions_angstrom": [[-0.86391, -1.00491, -7.33629], [-1.91119, -1.09416, -0.93133], [-1.37986, 1.13696, 3.68938], [0.38056, -0.10777, 3.07061], [-0.36130, 0.20393, -1.98868], [-0.83203, 0.41935, 2.89468], [1.07280, 0.20292, 4.29300], [-1.42701, -0.01321, 1.57266], [0.20181, 0.19451, -5.61170], [-0.52330, 0.35855, 0.39808], [0.31084, 0.48256, -4.26569], [-0.75263, -0.71899, -6.02130], [-1.59247, -1.34393, -5.11830], [-1.03132, -0.26809, -0.89559], [1.79359, 1.53916, 4.15026], [-1.47866, -1.05179, -3.77215], [-0.52481, -0.13546, -3.33567], [2.03304, -0.94529, 4.56539], [1.07366, 2.33034, 3.95510], [1.05215, 1.19479, -3.93182], [-2.12489, -1.52977, -3.05596], [-0.47478, 1.44415, 0.28709], [-2.32661, -2.05095, -5.46984], [2.76285, -1.01786, 3.76302], [0.84303, 0.66679, -6.33864], [0.48656, -0.01547, 0.58563], [2.50564, 1.49492, 3.32889], [0.36294, 0.88834, -1.81823], [0.32308, 0.27782, 5.09108], [1.48946, -1.88429, 4.62661], [2.55217, -0.77549, 5.50396], [2.32525, 1.77012, 5.06864], [-2.40760, 0.44948, 1.46353], [-1.55705, -1.09727, 1.58358]], "atomic_forces_ev_per_a": [[0.0, 0.0, 0.0], [-0.3, -0.3, 0.0], [0.0, 0.1, 0.1], [0.3, -0.3, -0.1], [0.3, 0.3, 0.1], [-0.5, 0.1, -0.3], [0.2, 0.2, 0.5], [0.1, 0.1, 0.0], [-0.1, -0.1, -0.1], [-0.3, -0.3, 0.2], [-0.1, -0.1, 0.1], [0.0, 0.0, 0.1], [0.2, 0.1, -0.3], [0.5, 0.5, 0.2], [-0.4, -0.3, -0.1], [0.0, 0.0, 0.2], [-0.1, -0.2, -0.4], [-0.4, 0.2, -0.2], [0.0, 0.1, 0.0], [0.1, 0.1, 0.0], [0.0, 0.0, 0.0], [0.1, 0.0, 0.0], [-0.1, -0.1, -0.1], [0.1, 0.0, -0.1], [0.1, 0.0, -0.1], [0.0, 0.1, -0.1], [0.1, 0.0, -0.1], [-0.2, -0.1, 0.1], [0.2, 0.0, -0.2], [0.0, -0.1, 0.0], [0.1, 0.0, 0.1], [0.1, 0.0, 0.1], [0.1, -0.1, 0.1], [0.0, 0.0, 0.0]]}

=====

Record 5
{"formula": "C3H14BN3", "method": "ωB97M-V/def2-TZVPD", "e_above_lowest_kcal_mol": 79.82, "e_homo_ev": -16.98, "total_charge": 2, "energy_ha": -311.1259, "gap_ev": 9.331, "elements": ["N", "N", "N", "C", "C", "C", "B", "H", "H", "H", "H", "H", "H", "H", "H", "H", "H", "H", "H", "H", "H"], "positions_angstrom": [[1.19746, 2.36561, -0.35370], [-3.30692, -0.04315, 0.42455], [0.86427, -1.47628, 0.45910], [1.89313, -2.52062, 0.44640], [-2.04155, 0.33199, -0.13550], [1.26337, 1.04091, -0.88299], [0.86194, -0.27453, -0.18043], [2.92431, -1.95730, 0.49346], [-4.01195, -0.42786, -0.20197], [0.81843, 1.12746, -1.86492], [-2.46777, 1.20059, -0.69165], [-3.73562, 0.74652, 0.87517], [2.32236, 0.53546, -0.84053], [-3.18176, -0.83044, 1.09670], [-1.34060, -0.39262, -0.61863], [1.77003, -2.96333, 1.41700], [1.84747, -3.32461, -0.34864], [1.34841, 2.99467, -1.09205], [-0.02387, -1.79629, 0.77204], [1.68946, 2.65334, 0.49942], [-1.49853, 0.77822, 0.65969]], "atomic_forces_ev_per_a": [[-0.3, -0.9, 1.4], [-1.0, -3.9, 1.6], [-0.3, 1.9, -2.3], [2.8, 0.4, 0.4], [0.3, 2.5, -1.5], [-0.1, -0.7, 1.6], [1.0, -0.1, 0.7], [-1.9, -1.4, -0.4], [0.0, 0.2, -0.7], [0.5, -0.7, -0.6], [1.9, -0.5, -0.9], [-0.3, 0.5, 0.6], [-0.4, 0.4, -0.8], [-0.5, 0.8, 0.1], [-1.8, 0.3, -0.2], [0.3, -0.6, 0.3], [-0.2, 1.4, 0.7], [0.3, 1.2, -0.8], [-0.7, -0.4, 0.5], [-0.2, -0.6, -0.6], [0.6, 0.5, 0.9]]}